1.
This record from the OMol25 dataset describes 4 unconnected molecules or ions with the total composition C23H39N3O7. The level of theory is the ωB97M-V functional and the def2-TZVPD basis.

Properties
Gap between HOMO and LUMO in eV: 7.82
Max |F| in Eh/bohr: 0.007
DFT total energy in eV: -43285.2660
Energy above the lowest of the compared OMol25 structures with the same formula, charge and spin in kJ/mol: 0.00
Net charge: 0
E_HOMO in eV: -8.9

Atoms and positions in Å:
C1 -0.706 3.609 1.727
C2 -1.032 4.346 0.449
O1 -0.274 5.101 -0.088
O2 -2.222 4.049 -0.145
C3 -3.411 4.044 0.671
C4 -4.443 3.042 0.133
C5 -4.266 2.647 -1.340
C6 -3.352 1.435 -1.659
C7 -2.328 1.023 -0.601
C8 -1.642 -0.315 -0.922
C9 -0.465 -0.082 -1.813
C10 -0.352 -0.450 -3.086
C11 0.873 -0.115 -3.855
O3 1.247 -0.770 -4.800
C12 1.637 1.081 -3.392
C13 1.543 1.457 -2.124
C14 0.702 0.644 -1.202
O4 0.978 0.518 -0.029
H1 -1.288 2.696 1.846
H2 0.357 3.375 1.719
H3 -0.931 4.270 2.565
H4 -3.813 5.059 0.641
H5 -3.154 3.828 1.707
H6 -4.485 2.156 0.771
H7 -5.419 3.523 0.231
H8 -3.918 3.523 -1.889
H9 -5.257 2.419 -1.738
H10 -2.805 1.666 -2.578
H11 -3.974 0.566 -1.896
H12 -2.782 0.968 0.390
H13 -1.561 1.794 -0.544
H14 -2.339 -0.990 -1.428
H15 -1.306 -0.789 0.002
H16 -1.118 -1.027 -3.593
H17 2.271 1.575 -4.117
H18 2.088 2.295 -1.708
C15 3.287 -4.543 -1.142
O5 3.676 -5.573 -0.624
N1 3.589 -3.309 -0.696
C16 3.089 -2.113 -1.341
C17 4.435 -3.187 0.477
H19 2.636 -4.534 -2.033
H20 3.913 -1.493 -1.703
H21 2.489 -1.523 -0.646
H22 2.470 -2.393 -2.192
H23 5.406 -3.649 0.303
H24 3.978 -3.682 1.335
H25 4.571 -2.131 0.701
C18 -1.148 5.641 4.747
O6 -2.076 5.842 3.984
N2 -0.477 6.603 5.403
C19 0.629 6.308 6.287
C20 -0.885 7.984 5.203
H26 -0.770 4.626 4.962
H27 0.420 6.649 7.303
H28 1.545 6.788 5.940
H29 0.792 5.231 6.312
H30 -1.923 8.127 5.505
H31 -0.801 8.261 4.152
H32 -0.243 8.629 5.799
C21 0.044 -8.967 -2.081
O7 -0.470 -8.223 -1.269
N3 1.369 -9.190 -2.187
C22 1.917 -10.086 -3.179
C23 2.271 -8.501 -1.274
H33 -0.547 -9.537 -2.820
H34 2.464 -10.907 -2.709
H35 2.598 -9.560 -3.851
H36 1.106 -10.508 -3.771
H37 2.050 -8.772 -0.242
H38 2.177 -7.421 -1.360
H39 3.294 -8.784 -1.511



2.
This record from the OMol25 dataset describes 6 unconnected molecules or ions with the total composition C23H39N5O3 in a non-equilibrium geometry. The level of theory is the ωB97M-V functional and the def2-TZVPD basis.

Properties
Gap between HOMO and LUMO in eV: 7.93
Max |F| in Eh/bohr: 0.271
DFT total energy in eV: -38062.2965
Energy above the lowest of the compared OMol25 structures with the same formula, charge and spin in kJ/mol: 189.02
Net charge: 0
E_HOMO in eV: -7.9

Atoms and positions in Å:
C1 -0.517 -5.976 -1.604
O1 -1.423 -5.145 -0.939
C2 -1.414 -3.875 -1.567
C3 -2.460 -2.976 -0.668
N1 -2.399 -1.493 -1.017
H1 -1.527 -1.162 -0.761
H2 -2.389 -1.413 -1.974
C4 -3.294 -0.592 -0.277
C5 -2.805 0.858 -0.021
O2 -3.752 1.491 0.890
C6 -3.413 2.859 1.123
H3 -0.491 -6.905 -1.375
H4 0.410 -5.624 -1.796
H5 -0.924 -5.942 -2.718
H6 -1.906 -3.704 -2.432
H7 -0.511 -3.469 -1.561
H8 -2.087 -3.118 0.332
H9 -3.438 -3.266 -0.731
H10 -3.732 -1.043 0.778
H11 -4.166 -0.756 -0.836
H12 -2.627 1.305 -0.941
H13 -1.962 0.828 0.477
H14 -2.498 2.863 1.683
H15 -4.041 3.418 1.845
H16 -3.085 3.466 0.279
C7 0.490 -1.145 0.366
O3 0.113 -0.630 -0.924
H17 0.983 -0.392 0.805
H18 1.218 -2.015 0.184
H19 -0.344 -1.580 0.685
N2 1.549 -1.635 -2.860
C8 1.670 -1.213 -4.117
C9 1.973 -2.269 -4.796
C10 2.433 -3.387 -3.777
C11 2.104 -2.913 -2.546
H20 1.117 -1.077 -2.098
H21 1.519 -0.326 -4.634
H22 2.010 -2.301 -5.873
H23 2.889 -4.551 -4.060
H24 1.935 -3.377 -1.559
N3 3.221 2.732 0.765
C12 4.401 3.457 0.596
C13 5.338 2.912 1.338
C14 4.753 1.872 2.279
C15 3.425 1.727 1.840
H25 2.248 2.542 0.223
H26 4.517 4.307 -0.057
H27 6.284 3.153 1.595
H28 5.213 1.348 3.128
H29 2.481 1.092 2.203
N4 0.288 2.073 -1.182
C16 0.282 3.014 -2.173
C17 0.103 4.241 -1.637
C18 -0.152 4.046 -0.167
C19 -0.038 2.679 0.128
H30 0.397 1.084 -1.042
H31 0.505 2.759 -2.977
H32 0.043 5.225 -2.161
H33 -0.386 4.854 0.531
H34 -0.200 2.136 0.935
N5 0.143 0.671 4.819
C20 -0.536 0.265 3.626
C21 -1.691 0.915 3.689
C22 -1.614 1.977 4.793
C23 -0.387 1.683 5.551
H35 1.105 0.305 4.849
H36 -0.024 -0.363 2.920
H37 -2.510 0.699 2.935
H38 -2.485 2.611 5.193
H39 0.063 2.166 6.475



3.
This record from the OMol25 dataset describes a molecular structure, C23H39NNiO21S3 in a non-equilibrium geometry. The level of theory is the ωB97M-V functional and the def2-TZVPD basis.

Properties
Gap between HOMO and LUMO (alpha / beta) in eV: 8.88 / 8.27
Max |F| in Eh/bohr: 0.046
2S+1: 3
DFT total energy in eV: -142518.1673
Net charge: 0
E_HOMO (alpha / beta) in eV: -10.3 / -10.3

Atoms and positions in Å:
Ni1 0.512 -2.850 0.355
S1 -0.296 -0.421 0.165
O1 -1.354 0.212 0.908
O2 0.280 0.488 -0.803
O3 0.718 -1.018 1.083
O4 -0.791 -1.665 -0.532
C1 -0.947 -0.715 -4.000
C2 0.499 -1.039 -3.641
O5 0.974 -1.524 -4.904
C3 0.267 -0.926 -5.870
O6 0.652 -0.819 -6.993
O7 -0.906 -0.457 -5.390
H1 -1.232 0.136 -3.376
H2 -1.635 -1.520 -3.736
H3 0.625 -1.730 -2.811
H4 1.078 -0.164 -3.340
C4 -4.120 -0.466 -0.514
C5 -4.412 -1.632 -1.453
O8 -5.636 -1.288 -2.085
C6 -5.883 0.027 -1.848
O9 -6.814 0.610 -2.282
O10 -4.971 0.557 -0.990
H5 -3.040 -0.337 -0.543
H6 -4.392 -0.786 0.494
H7 -4.550 -2.570 -0.915
H8 -3.606 -1.762 -2.178
C7 -1.818 -0.610 4.880
C8 -0.406 -0.557 4.287
O11 0.455 -0.687 5.407
C9 -0.228 -0.464 6.525
O12 0.212 -0.371 7.615
O13 -1.568 -0.405 6.257
H9 -2.378 -1.522 4.679
H10 -2.356 0.238 4.453
H11 -0.243 0.363 3.731
H12 -0.232 -1.375 3.590
C10 -2.238 2.753 -0.493
C11 -1.134 3.482 0.212
O14 -1.083 4.690 -0.576
C12 -2.300 4.906 -1.107
O15 -2.628 5.913 -1.649
O16 -3.083 3.813 -0.918
H13 -2.744 2.071 0.183
H14 -1.847 2.168 -1.331
H15 -0.181 2.966 0.164
H16 -1.441 3.775 1.218
C13 3.931 1.331 2.153
C14 2.563 1.065 2.770
O17 2.524 1.838 3.965
C15 3.568 2.658 3.987
O18 3.763 3.594 4.695
O19 4.500 2.273 3.056
H17 3.917 1.834 1.184
H18 4.489 0.400 2.034
H19 2.488 -0.007 2.944
H20 1.717 1.353 2.145
C16 4.217 2.685 -2.226
C17 2.974 3.318 -2.871
C18 1.705 2.442 -2.556
C19 0.661 2.729 -3.522
N1 -0.165 2.955 -4.284
H21 4.059 2.365 -1.197
H22 4.967 3.479 -2.176
H23 4.640 1.906 -2.857
H24 3.092 3.303 -3.953
H25 2.751 4.318 -2.509
H26 1.405 2.689 -1.542
H27 2.074 1.420 -2.557
C20 4.258 -2.371 0.139
S2 3.400 -2.914 -1.380
O20 1.927 -2.766 -0.998
C21 3.700 -1.395 -2.340
H28 5.330 -2.455 -0.019
H29 3.949 -2.889 1.047
H30 3.909 -1.349 0.300
H31 3.290 -1.537 -3.336
H32 4.755 -1.126 -2.317
H33 3.169 -0.588 -1.830
C22 -2.563 -5.325 2.528
S3 -1.854 -3.662 2.754
O21 -0.752 -3.372 1.799
C23 -3.295 -2.782 2.099
H34 -2.901 -5.363 1.489
H35 -3.451 -5.604 3.096
H36 -1.801 -6.075 2.733
H37 -4.254 -3.100 2.506
H38 -3.406 -3.039 1.040
H39 -3.033 -1.725 2.086



4.
This record from the OMol25 dataset describes a molecular structure, C23H40B2FHfN2O15S2 in a non-equilibrium geometry. The level of theory is the ωB97M-V functional and the def2-TZVPD basis.

Properties
Gap between HOMO and LUMO (alpha / beta) in eV: 4.54 / 2.89
Max |F| in Eh/bohr: 0.171
2S+1: 2
DFT total energy in eV: -85204.5789
Net charge: +2
E_HOMO (alpha / beta) in eV: -14.1 / -14.1

Atoms and positions in Å:
Hf1 -22.626 14.499 10.856
B1 -23.774 13.085 12.656
H1 -24.846 13.001 12.755
H2 -23.547 14.140 12.671
H3 -23.386 12.565 13.518
H4 -23.418 12.584 11.769
B2 -21.242 15.638 12.466
H5 -20.693 16.180 13.221
H6 -20.517 15.307 11.739
H7 -21.661 14.743 12.898
H8 -22.060 16.182 12.019
C1 -18.768 12.230 10.485
C2 -20.048 12.963 10.488
O1 -20.942 12.859 11.358
O2 -20.331 13.896 9.695
H9 -18.816 11.212 10.871
H10 -18.088 12.603 11.251
H11 -18.193 12.188 9.560
C3 -20.437 11.348 7.329
C4 -20.325 9.941 7.394
C5 -19.067 9.393 7.308
C6 -18.015 10.102 6.878
C7 -18.132 11.439 6.717
C8 -19.337 12.046 7.045
N1 -16.633 9.502 6.609
O3 -16.471 8.369 6.938
O4 -15.956 10.122 5.792
H12 -21.400 11.782 7.556
H13 -21.210 9.324 7.387
H14 -18.918 8.338 7.480
H15 -17.297 12.052 6.412
H16 -19.468 13.118 7.060
C9 -17.871 16.346 13.746
C10 -17.785 15.001 13.268
C11 -16.550 14.369 13.488
C12 -15.490 15.110 14.004
C13 -15.678 16.453 14.347
C14 -16.872 17.064 14.203
N2 -14.187 14.494 14.276
O5 -13.293 15.208 14.812
O6 -14.064 13.254 14.078
H17 -18.881 16.706 13.612
H18 -18.665 14.440 12.991
H19 -16.421 13.386 13.060
H20 -14.821 17.039 14.648
H21 -17.005 18.045 14.635
O7 -22.650 10.409 13.176
S1 -21.363 9.876 12.735
O8 -20.084 10.508 13.071
O9 -21.165 8.295 13.128
C15 -20.940 7.864 14.502
C16 -20.468 6.418 14.606
C17 -21.454 9.650 10.860
H22 -21.855 7.936 15.089
H23 -20.160 8.499 14.922
H24 -19.581 6.385 13.974
H25 -21.137 5.676 14.170
H26 -20.139 6.284 15.637
H27 -21.882 8.705 10.524
H28 -20.464 9.618 10.406
H29 -22.014 10.438 10.357
O10 -13.997 16.550 10.435
S2 -15.058 17.101 9.601
O11 -14.667 18.084 8.655
O12 -15.823 15.895 8.720
C18 -16.131 14.653 9.384
C19 -15.412 13.547 8.629
C20 -16.438 17.737 10.737
H30 -17.219 14.636 9.321
H31 -15.865 14.793 10.432
H32 -15.689 12.633 9.155
H33 -14.325 13.628 8.603
H34 -15.745 13.308 7.619
H35 -16.378 18.817 10.602
H36 -16.138 17.569 11.772
H37 -17.443 17.376 10.518
C21 -18.385 7.390 10.389
C22 -17.106 6.690 10.631
O13 -16.147 7.737 10.652
C23 -16.623 8.941 10.296
O14 -16.024 10.013 10.253
O15 -17.969 8.735 10.092
F1 -16.844 5.873 9.654
H38 -18.925 7.545 11.323
H39 -19.056 6.948 9.653
H40 -17.128 6.088 11.540



5.
This record from the OMol25 dataset describes a molecular structure, C23H40BrCl36FO5 in a non-equilibrium geometry. The level of theory is the ωB97M-V functional and the def2-TZVPD basis.

Properties
Gap between HOMO and LUMO in eV: 9.18
Max |F| in Eh/bohr: 0.185
DFT total energy in eV: -558299.9138
Energy above the lowest of the compared OMol25 structures with the same formula, charge and spin in kJ/mol: 313.34
Net charge: 0
E_HOMO in eV: -9.2

Atoms and positions in Å:
O1 -1.653 1.008 0.115
C1 -0.761 0.627 0.734
F1 -0.266 -0.583 0.452
C2 -0.121 1.527 1.836
O2 -0.207 2.855 1.321
C3 0.851 3.589 1.629
O3 1.565 3.412 2.534
O4 1.098 4.601 0.756
C4 1.083 5.883 1.396
C5 0.398 6.855 0.388
O5 1.036 7.405 -0.377
Br1 -1.558 7.076 0.472
H1 -0.680 1.480 2.778
H2 0.927 1.164 1.976
H3 2.126 6.220 1.494
H4 0.613 5.889 2.380
C6 1.214 -2.598 2.666
Cl1 1.289 -0.836 2.805
Cl2 -0.017 -3.276 3.733
H5 0.971 -2.856 1.641
H6 2.177 -3.012 2.933
C7 2.174 -4.955 -0.437
Cl3 0.600 -4.154 -0.485
Cl4 2.744 -5.076 1.231
H7 2.090 -5.949 -0.864
H8 2.873 -4.352 -1.009
C8 -0.684 7.730 5.231
Cl5 -0.088 7.890 3.571
Cl6 0.086 6.374 6.061
H9 -0.465 8.644 5.772
H10 -1.753 7.564 5.203
C9 2.946 3.579 -1.203
Cl7 1.941 2.142 -1.443
Cl8 4.653 3.153 -1.035
H11 2.831 4.233 -2.061
H12 2.620 4.086 -0.302
C10 -4.076 0.941 0.447
Cl9 -4.572 -0.761 0.457
Cl10 -5.055 1.891 -0.676
H13 -4.196 1.346 1.446
H14 -3.036 0.999 0.145
C11 3.547 -3.248 -4.031
Cl11 3.046 -2.529 -2.499
Cl12 4.481 -4.734 -3.788
H15 2.664 -3.480 -4.609
H16 4.161 -2.531 -4.565
C12 -5.041 -1.594 2.718
Cl13 -3.531 -2.334 3.255
Cl14 -5.510 -0.244 3.764
H17 -4.910 -1.222 1.707
H18 -5.826 -2.343 2.739
C13 -6.951 -3.418 0.350
Cl15 -8.196 -4.671 0.242
Cl16 -5.328 -4.115 0.330
H19 -7.056 -2.748 -0.497
H20 -7.086 -2.869 1.276
C14 -2.127 -4.563 -2.510
Cl17 -1.061 -5.028 -3.841
Cl18 -3.827 -4.898 -2.844
H21 -1.830 -5.112 -1.623
H22 -2.018 -3.497 -2.339
C15 4.400 -4.003 -7.718
Cl19 4.472 -2.263 -7.396
Cl20 3.247 -4.809 -6.650
H23 4.093 -4.160 -8.746
H24 5.386 -4.427 -7.555
C16 2.205 0.796 -4.909
Cl21 1.186 -0.630 -5.149
Cl22 3.910 0.351 -4.752
H25 2.098 1.458 -5.761
H26 1.885 1.302 -4.003
C17 2.475 -5.423 5.910
Cl23 3.063 -5.211 4.255
Cl24 3.155 -6.872 6.658
H27 2.763 -4.557 6.496
H28 1.394 -5.513 5.886
C18 -3.303 6.297 8.567
Cl25 -3.098 7.986 9.045
Cl26 -3.212 6.106 6.812
H29 -2.516 5.705 9.023
H30 -4.273 5.951 8.906
C19 -6.706 0.547 7.105
Cl27 -6.622 2.310 7.216
Cl28 -7.950 -0.109 8.174
H31 -6.941 0.271 6.082
H32 -5.744 0.132 7.388
C20 8.388 -5.758 -4.640
Cl29 7.164 -6.767 -3.858
Cl30 7.659 -4.461 -5.596
H33 9.015 -5.315 -3.874
H34 8.986 -6.381 -5.296
C21 4.210 3.800 -6.751
Cl31 4.479 2.778 -8.166
Cl32 2.504 3.801 -6.273
H35 4.805 3.422 -5.926
H36 4.508 4.815 -6.989
C22 5.875 7.536 -8.136
Cl33 4.764 6.747 -9.259
Cl34 6.416 6.421 -6.874
H37 6.741 7.888 -8.686
H38 5.368 8.373 -7.668
C23 -9.339 -6.891 3.074
Cl35 -9.556 -6.096 4.639
Cl36 -8.621 -8.495 3.259
H39 -10.308 -6.993 2.596
H40 -8.685 -6.282 2.460



6.
This record from the OMol25 dataset describes a molecular structure, C23H40Cl3EuN4O3Si in a non-equilibrium geometry. The level of theory is the ωB97M-V functional and the def2-TZVPD basis.

Properties
Gap between HOMO and LUMO (alpha / beta) in eV: 7.82 / 7.83
Max |F| in Eh/bohr: 0.075
2S+1: 7
DFT total energy in eV: -101383.1658
Energy above the lowest of the compared OMol25 structures with the same formula, charge and spin in kJ/mol: 0.00
Net charge: 0
E_HOMO (alpha / beta) in eV: -7.7 / -7.7

Atoms and positions in Å:
C1 0.977 2.842 -1.226
C2 1.147 1.780 -2.241
H1 1.867 3.470 -1.116
H2 0.721 2.410 -0.242
H3 0.132 3.496 -1.503
C3 2.136 1.667 -3.131
C4 3.277 2.606 -3.311
H4 2.120 0.831 -3.833
H5 3.300 3.417 -2.572
H6 3.251 3.069 -4.310
H7 4.239 2.073 -3.253
Eu1 -0.864 -0.704 0.482
Cl1 -2.871 0.343 -0.439
Cl2 -0.325 1.182 1.920
C5 -1.874 -2.441 -1.790
O1 -1.187 -2.512 -0.745
N1 -2.072 -3.517 -2.524
C6 -1.452 -4.788 -2.175
C7 -2.833 -3.446 -3.747
H8 -2.352 -1.508 -2.129
H9 -0.967 -4.696 -1.202
H10 -0.711 -5.063 -2.939
H11 -2.221 -5.570 -2.141
H12 -3.189 -2.419 -3.892
H13 -3.692 -4.127 -3.696
H14 -2.203 -3.720 -4.601
H15 2.878 0.973 0.064
H16 3.706 -0.580 -1.752
C8 2.953 0.154 0.797
C9 3.839 -1.337 -0.963
N2 2.876 -1.118 0.098
H17 2.124 0.236 1.504
C10 1.860 -1.957 0.253
O2 0.957 -1.802 1.102
H18 3.693 -2.335 -1.397
H19 1.872 -2.838 -0.397
H20 3.919 0.221 1.315
H21 4.858 -1.263 -0.564
O3 0.438 -0.037 -1.143
C11 0.074 0.708 -2.157
C12 0.606 -1.371 -3.501
C13 -0.082 -0.170 -3.397
H22 1.213 -1.705 -2.660
C14 0.505 -2.130 -4.664
H23 -0.897 1.217 -1.996
C15 -0.892 0.263 -4.438
H24 1.058 -3.065 -4.743
C16 -0.296 -1.695 -5.716
C17 -1.000 -0.498 -5.595
H25 -1.434 1.203 -4.337
H26 -0.375 -2.288 -6.626
H27 -1.636 -0.154 -6.407
Si1 0.259 4.245 5.957
Cl3 1.521 5.548 4.947
C18 1.281 2.775 6.493
C19 -1.094 3.743 4.777
C20 -0.431 5.163 7.435
H28 1.723 2.265 5.625
H29 0.665 2.044 7.037
H30 2.103 3.083 7.156
H31 0.372 5.495 8.108
H32 -1.113 4.523 8.014
H33 -0.993 6.054 7.120
H34 -0.681 3.238 3.890
H35 -1.664 4.618 4.432
H36 -1.801 3.050 5.258
N3 -3.353 -3.031 3.244
C21 -3.538 -1.772 3.823
C22 -2.834 -0.890 3.095
N4 -2.206 -1.599 2.075
C23 -2.534 -2.863 2.177
H37 -3.765 -3.907 3.571
H38 -4.144 -1.599 4.692
H39 -2.725 0.177 3.224
H40 -2.212 -3.661 1.528